# 1
{"formula": "C40H110N10O10", "method": "wB97M-V/def2-TZVPD", "mol_weight_g_mol": 891.4, "de_lowest_kj_mol": 132.05, "energy_ev": -78634.3988, "smiles": "COC[C@H](C)N.COC[C@H](C)N.COC[C@H](C)N.COC[C@H](C)N.COC[C@H](C)N.COC[C@H](C)N.COC[C@H](C)N.COC[C@H](C)N.COC[C@H](C)N.COC[C@H](C)N", "total_charge": 0, "homo_energy_ev": -8.8, "homo_lumo_gap_ev": 9.11, "elements": ["H", "H", "C", "H", "N", "C", "H", "H", "H", "H", "H", "C", "H", "H", "H", "C", "O", "H", "O", "H", "H", "H", "C", "H", "C", "H", "H", "C", "H", "C", "H", "H", "H", "C", "C", "C", "H", "H", "H", "O", "H", "C", "H", "O", "H", "C", "H", "H", "C", "C", "H", "O", "H", "H", "H", "C", "H", "C", "H", "O", "O", "H", "C", "C", "H", "H", "H", "C", "O", "H", "C", "C", "H", "H", "C", "N", "H", "H", "H", "H", "H", "N", "C", "N", "H", "H", "H", "H", "H", "H", "C", "H", "C", "H", "H", "N", "H", "H", "H", "H", "H", "H", "C", "H", "H", "H", "H", "H", "C", "H", "H", "C", "C", "H", "H", "H", "H", "H", "H", "H", "O", "H", "H", "H", "N", "H", "O", "H", "C", "H", "H", "H", "C", "H", "H", "H", "C", "N", "H", "C", "H", "H", "C", "H", "H", "H", "H", "N", "H", "H", "C", "H", "C", "H", "C", "H", "N", "N", "H", "C", "H", "C", "H", "H", "H", "H", "H", "H", "H", "H"], "xyz": [[-0.88, -6.30, 0.88], [-1.21, 8.45, 4.00], [4.09, 1.41, 3.61], [4.04, 1.30, 4.70], [1.39, 7.93, 4.32], [-4.07, -2.80, -3.71], [-0.05, -4.39, -2.44], [-0.51, 1.38, 0.21], [2.06, 5.84, 2.85], [6.31, -3.99, 4.15], [-3.72, 7.97, -0.05], [-4.71, -0.27, -7.09], [6.62, -5.99, 1.89], [7.47, -4.42, 2.07], [1.67, 3.93, 1.51], [-5.03, -1.61, -3.71], [6.07, 1.37, -1.20], [1.77, 5.17, 0.23], [-5.10, 1.20, 0.95], [0.77, 3.77, 3.87], [-1.57, -5.44, -5.38], [0.87, 8.65, 4.82], [1.16, 6.34, 2.48], [2.15, -6.90, -0.82], [3.99, -2.19, 1.90], [7.45, 2.83, -0.76], [0.40, -3.22, 3.62], [-3.05, 5.95, 0.21], [-7.51, -2.67, 0.75], [1.10, 4.62, 0.90], [-3.90, -0.26, -7.81], [-1.14, 5.97, -0.82], [-2.15, 7.90, 0.61], [-5.49, -1.22, -5.10], [-5.13, -0.11, 0.45], [1.13, -6.73, -0.48], [-4.39, -0.71, 1.01], [0.71, -0.30, -1.90], [-5.90, -2.82, 0.14], [-4.35, -0.87, -5.86], [5.27, 1.48, 0.72], [4.70, -4.28, 2.77], [-3.14, 1.74, 1.18], [5.07, -3.05, 2.18], [-1.58, 7.18, 2.84], [-3.98, 1.93, 0.49], [7.81, -5.75, 3.14], [-4.42, -0.80, -3.29], [-3.13, 7.40, 0.67], [0.45, 1.74, 3.23], [-1.50, 1.16, 3.09], [2.83, 1.89, 3.20], [-4.16, 3.00, 0.60], [4.43, -1.28, 1.49], [-1.89, -4.76, -3.83], [-6.52, -2.23, 0.82], [-3.47, 7.53, 1.69], [5.14, 1.90, -0.28], [0.43, 2.00, 2.16], [0.31, 5.42, 1.80], [-1.98, -0.23, -2.34], [-0.72, 0.40, 4.26], [-2.21, 5.83, -1.05], [-0.11, -4.98, 2.51], [4.14, 1.84, -2.89], [-1.36, -3.64, -5.10], [-1.10, -1.37, -3.76], [-1.88, 4.56, -2.97], [0.10, -4.93, -4.37], [1.82, 8.49, 3.58], [-0.11, -5.55, 1.08], [2.04, -4.41, -2.98], [-3.72, 1.72, -0.55], [2.55, -4.79, -4.92], [-1.32, -0.81, -1.26], [0.64, -5.88, 3.43], [-0.64, 8.56, 2.38], [1.82, 1.85, -0.11], [5.41, -6.81, 3.89], [1.47, 7.09, 1.74], [-6.96, -0.25, 1.51], [-0.62, 0.70, 3.29], [0.11, 2.93, 4.09], [-0.16, 1.25, -0.73], [-0.28, -4.77, 0.33], [0.22, -2.93, 1.83], [-3.15, -2.59, -4.22], [5.27, 2.99, -0.25], [-5.92, -2.12, -5.57], [-1.87, -0.75, -0.32], [3.41, 2.14, -2.14], [-2.52, 4.18, 0.94], [3.73, 1.61, -0.76], [-0.84, 1.58, -1.40], [0.25, 2.60, 5.13], [-7.44, -0.43, -0.48], [1.97, -3.66, -0.91], [-4.07, 5.63, -0.03], [2.59, -2.59, -2.16], [-1.98, 3.56, -3.38], [1.83, 0.09, 2.92], [1.64, -0.12, 0.42], [0.57, -3.60, 2.61], [-4.85, -0.20, -0.61], [4.86, 2.14, 3.34], [-6.24, -0.43, -5.07], [2.50, -3.24, -4.54], [-1.16, -1.89, -1.46], [0.74, -0.71, 0.24], [3.44, 3.24, -2.13], [-0.35, 0.25, -3.59], [7.00, -5.25, 2.60], [-1.24, -4.65, -4.71], [1.33, -6.36, 2.85], [1.79, 0.78, 4.57], [-6.10, -2.52, 1.79], [0.00, -6.65, 3.64], [0.35, 4.13, 0.28], [0.68, -6.11, -1.26], [2.48, 1.76, -2.57], [1.16, -6.13, 0.82], [0.46, -3.02, -3.44], [7.74, 1.26, 0.05], [4.57, -5.86, 4.77], [5.52, -5.94, 4.41], [-1.59, 5.32, 1.56], [-2.43, 4.61, -1.69], [3.85, -4.22, 3.45], [1.75, 1.01, 3.50], [2.93, 1.81, 1.13], [-5.59, -0.74, -7.52], [0.12, 6.28, 4.34], [-6.52, -0.71, 0.63], [-7.54, 0.59, -0.56], [-0.91, 3.28, 3.95], [-7.03, -0.72, -1.38], [7.39, 1.75, -0.87], [2.75, 2.15, 0.18], [-5.79, -2.21, -1.89], [0.44, 7.05, 3.62], [-1.12, -4.91, 2.92], [-3.83, -3.10, -2.68], [-1.30, -0.30, -3.59], [1.65, -3.74, 2.60], [-6.66, -2.64, -3.14], [4.49, -4.99, 1.96], [3.42, -1.95, 2.81], [-2.58, 5.12, 1.34], [3.60, 0.51, -0.81], [0.13, -0.65, 1.14], [2.61, -3.62, -1.80], [3.62, -3.93, -1.58], [5.90, -4.82, 3.57], [1.02, -1.76, 0.09], [0.06, -0.19, -1.03], [-2.48, 6.69, -1.68], [-6.13, -1.85, -2.77], [2.84, -4.14, -4.19], [-1.92, 0.15, -4.37], [-0.79, 7.84, 3.20], [-0.80, 4.74, -2.97], [0.56, -4.10, -3.31], [-4.91, 0.80, -6.89], [3.32, -2.68, 1.19], [8.06, 1.41, -1.65], [4.39, 0.44, 3.21], [-2.39, 5.24, -3.66], [0.44, -7.58, -0.42], [-4.49, -3.76, -4.06], [2.10, -5.49, -2.80]]}

# 2
{"formula": "C40H112N8O12", "method": "wB97M-V/def2-TZVPD", "mol_weight_g_mol": 897.4, "de_lowest_kj_mol": 996.10, "energy_ev": -79772.0923, "total_charge": 0, "homo_energy_ev": -7.9, "homo_lumo_gap_ev": 8.33, "elements": ["H", "H", "H", "C", "H", "H", "H", "H", "C", "C", "H", "H", "C", "O", "C", "H", "N", "H", "C", "H", "H", "H", "H", "O", "H", "H", "C", "C", "H", "H", "H", "C", "H", "H", "O", "H", "H", "O", "H", "H", "H", "C", "H", "H", "O", "H", "C", "H", "C", "H", "H", "N", "C", "O", "H", "H", "H", "C", "H", "H", "H", "C", "C", "C", "H", "H", "H", "H", "H", "H", "H", "H", "C", "H", "C", "H", "H", "O", "C", "H", "H", "H", "H", "H", "H", "C", "C", "H", "H", "H", "H", "H", "N", "H", "H", "C", "H", "C", "H", "H", "C", "C", "H", "H", "H", "H", "H", "H", "N", "C", "H", "H", "H", "N", "H", "C", "H", "H", "C", "H", "H", "H", "C", "H", "H", "H", "H", "H", "H", "H", "H", "H", "N", "H", "H", "H", "H", "H", "O", "C", "H", "H", "C", "C", "C", "H", "H", "O", "N", "H", "H", "C", "H", "H", "C", "H", "C", "H", "C", "O", "H", "H", "O", "H", "H", "N", "H", "H", "O", "C", "H", "C"], "xyz": [[6.71, 2.16, -1.17], [-0.65, 7.56, 7.60], [4.60, 2.89, 3.63], [-1.68, -1.48, 4.20], [3.88, 6.40, 1.98], [9.89, 4.75, 6.41], [-2.43, -1.83, 2.27], [7.54, 5.50, 4.68], [4.06, 1.91, 7.85], [-0.47, -2.34, 3.93], [6.03, 2.84, 7.70], [-1.81, 3.24, 8.59], [8.35, 5.73, 5.38], [5.44, 4.72, 0.48], [0.87, -0.02, 0.08], [2.21, 1.54, 4.14], [10.15, 4.32, 4.38], [-4.23, 5.78, 0.78], [4.39, 2.18, 2.83], [2.85, 2.20, 9.50], [8.17, 2.70, 0.33], [-2.47, 5.61, 0.74], [1.94, 3.84, 1.44], [6.37, 0.61, -2.57], [2.42, 8.32, 6.68], [3.71, -1.41, 5.59], [-1.13, 7.19, 3.07], [-3.30, 6.17, 1.19], [4.69, 2.24, -1.20], [5.01, 1.78, -3.67], [-2.80, -3.13, 4.62], [-2.28, -0.93, 2.90], [-2.69, 4.31, 7.64], [-1.42, 5.06, -1.55], [2.16, 3.64, 4.25], [3.44, 2.55, 7.23], [5.51, 7.68, 9.39], [0.57, 1.38, 0.09], [5.96, 1.68, 4.62], [3.84, 0.73, 0.28], [6.11, 5.21, 2.34], [5.31, 2.49, 8.44], [7.51, 0.95, 4.91], [0.12, -2.56, 4.82], [-1.53, 0.07, 2.27], [-0.87, 3.18, 0.36], [5.06, 0.98, -2.93], [4.79, -0.12, 7.52], [4.80, 6.80, 1.56], [8.99, 6.54, 5.07], [2.72, 1.51, 1.68], [7.96, 8.04, 8.62], [-1.71, 1.43, 2.62], [-2.70, 2.92, 5.40], [4.53, 7.23, 0.60], [3.03, 4.36, 2.22], [-3.29, -0.50, 2.92], [6.79, 6.54, 7.04], [-1.25, 1.36, -0.87], [-2.73, 1.78, 2.45], [5.83, 1.96, 9.23], [4.24, 1.37, -1.69], [7.05, 1.75, -2.13], [2.92, -0.66, 5.53], [9.72, 3.56, 3.85], [2.66, 6.56, 6.49], [5.31, 0.00, -0.49], [8.25, 3.26, 6.95], [4.54, 1.23, 3.35], [-3.15, 7.20, 0.84], [1.01, -0.41, -0.93], [9.26, 2.36, 5.77], [-2.67, 7.24, 3.18], [6.06, 7.25, 6.63], [-1.87, 3.61, 7.56], [3.68, -0.60, -0.83], [0.06, -0.52, 0.62], [2.93, 0.28, 6.57], [-0.49, 3.35, -0.65], [10.10, 5.09, 3.71], [5.18, 7.56, 2.25], [-1.51, 1.47, 3.69], [0.15, 1.60, -1.95], [-1.31, 4.99, 3.32], [1.24, 4.67, 5.63], [2.96, 2.37, 2.31], [5.69, 4.89, 5.77], [-0.94, 7.40, 2.01], [-3.05, 8.15, 2.72], [-3.45, -1.74, 5.35], [-0.92, 1.99, 2.12], [2.41, 0.77, -2.28], [2.85, 1.65, -2.02], [4.60, 4.35, 0.84], [-0.09, 7.64, 4.61], [5.89, 5.72, 1.40], [5.09, 2.31, 2.00], [-0.56, 5.78, 3.32], [-3.62, 3.14, 5.54], [6.86, 6.05, 1.01], [8.58, 3.22, 5.90], [2.03, 2.42, 3.52], [8.09, 1.49, -1.92], [-0.09, 5.74, 4.31], [5.04, 3.44, 8.92], [0.26, -1.75, 3.35], [6.47, 6.60, 10.45], [8.08, 8.32, 9.58], [0.76, 4.11, -0.65], [7.88, 3.49, 1.03], [-2.52, 3.65, -1.47], [1.71, 3.05, 6.19], [7.91, 5.96, 8.79], [3.21, 1.40, 8.99], [1.51, 3.52, -0.29], [8.50, 4.79, 0.48], [7.89, 5.95, 6.35], [1.72, -0.28, 0.70], [9.26, 4.49, 5.55], [7.76, 5.97, 1.81], [7.42, 8.79, 8.20], [5.04, 5.69, 5.41], [2.44, 7.37, 7.19], [4.55, 0.10, -3.35], [-1.30, 1.81, 6.40], [2.43, 1.87, -1.12], [6.48, 4.84, 5.01], [-0.70, -3.26, 3.40], [7.20, 2.55, -2.87], [0.25, 3.28, 5.22], [-2.93, 7.27, 4.24], [-1.36, -0.61, 4.79], [2.94, 3.61, 1.52], [8.10, 3.32, 2.08], [5.26, 6.02, 9.24], [7.65, 6.56, 6.36], [1.10, 4.17, -1.61], [3.25, -0.20, 4.58], [8.65, 5.77, 1.50], [7.26, 6.77, 8.48], [0.98, 2.44, 3.20], [4.79, 0.89, 6.04], [-0.27, 1.85, -0.96], [-2.18, 2.41, 6.63], [-1.49, 3.97, -1.60], [0.22, 8.72, 3.42], [0.35, 5.69, 2.73], [7.48, 2.99, 5.05], [-2.64, -2.22, 5.02], [7.90, 5.18, -0.35], [9.49, 4.55, 0.10], [1.28, 3.62, 5.36], [3.36, 7.38, 7.79], [1.11, 7.72, 8.82], [6.05, 6.73, 9.44], [1.90, -1.02, 5.42], [6.84, 1.75, 5.26], [-1.24, 3.78, -2.65], [1.21, 6.99, 8.02], [0.10, 7.23, 7.09], [-0.87, 3.98, 7.33], [-2.99, 1.81, 7.06], [6.23, 5.25, 7.03], [6.80, 3.64, 0.93], [2.48, 0.89, 8.51], [-0.53, 8.24, 3.92], [1.06, 5.95, 8.31], [5.24, 3.90, 5.84], [-3.31, 6.12, 2.60], [4.26, 0.30, -0.62], [6.60, 1.64, 6.32], [4.24, 0.64, 6.96]]}